Entry 1:
100
Properties=species:S:1:pos:R:3:forces:R:3:lowdin_charge:R:1 method="wB97M-V/def2-TZVPD" spin_multiplicity=2 s_squared=0.75 e_lumo_ev="0.53 / 0.47"
C 5.685561 -2.441930 -0.886371 -0.361 0.593 0.650 -0.0612
C 4.698441 -1.754759 0.086692 0.953 -1.025 0.398 -0.2572
O 3.440519 -1.409026 -0.518635 0.216 0.078 -1.365 -0.1862
P 3.473910 -0.021900 -1.311693 0.068 0.951 0.490 0.5018
O 3.854242 1.047808 -0.391482 0.089 1.079 0.649 -0.2584
C 1.817149 0.299539 -2.010406 1.120 -1.064 0.522 -0.1788
C 0.899199 0.629331 -0.833752 -0.718 -0.049 -0.127 -0.1567
C -0.421594 1.356168 -1.193327 -0.771 -0.216 -0.316 -0.3760
C -1.499051 0.266484 -1.477301 0.132 0.184 0.243 -0.1312
C -2.066495 -0.375642 -0.204612 0.244 -0.623 -0.461 -0.0913
C -2.904458 -1.572162 -0.596963 1.380 1.083 1.595 -0.5621
O -3.415522 -1.631037 -1.652191 -1.532 -0.410 -2.865 0.1273
O -3.081796 -2.536515 0.305010 -0.027 -0.451 0.677 0.1161
C -0.372828 2.249617 -2.453282 -0.462 0.457 1.076 -0.0764
C 0.212357 3.655695 -2.267277 0.435 0.290 -2.223 -0.4598
C -0.203886 4.438314 -3.540846 -0.821 0.267 0.749 -0.0372
C 1.757653 3.681947 -2.276826 -0.341 -0.366 -0.176 -0.0138
N -0.375433 4.381110 -1.132325 1.537 -1.027 0.484 -0.1281
O 0.048520 5.578563 -1.011912 -0.520 0.301 -0.164 0.0032
C -0.398712 3.624007 0.133686 -1.186 0.528 1.699 -0.4575
C -1.394235 4.375929 1.063831 0.882 -0.470 0.027 -0.0246
C 0.937346 3.676935 0.893507 0.309 0.404 -0.631 -0.0121
C -0.953059 2.200937 0.001162 1.023 0.085 -1.042 -0.0688
O 4.560221 -0.073448 -2.502266 -0.624 -0.641 0.360 -0.2077
C 4.836732 1.206104 -3.093543 -0.448 0.235 -1.313 -0.2552
C 4.510921 1.120135 -4.601869 0.035 0.283 0.929 -0.0475
H 6.522707 -1.770496 -1.053240 -0.002 0.043 -0.463 0.0732
H 6.106832 -3.325376 -0.412322 -0.171 -0.257 -0.165 0.0705
H 5.165042 -2.665315 -1.813460 0.299 -0.223 -0.147 0.0587
H 5.199418 -0.906172 0.548574 -0.450 0.366 -0.101 0.1074
H 4.467577 -2.442603 0.895504 -0.348 -0.001 -0.003 0.1115
H 1.529273 -0.595617 -2.566210 -0.339 0.126 -0.090 0.1043
H 1.976722 1.110688 -2.714579 -0.041 0.058 -0.027 0.0603
H 1.410634 1.152941 -0.034120 0.370 0.193 -0.199 0.0934
H 0.616421 -0.329999 -0.393762 0.048 -0.004 0.139 0.1153
H -1.085922 -0.510785 -2.125807 0.074 0.010 -0.012 0.1287
H -2.331511 0.700693 -2.026308 -0.048 0.065 -0.076 0.1192
H -2.759170 0.298281 0.288164 0.106 0.100 0.337 0.1166
H -1.263401 -0.633759 0.482295 -0.236 -0.104 0.277 0.1189
H -3.689338 -3.152928 -0.140808 0.123 -0.042 0.243 0.1303
H -1.414845 2.414020 -2.742012 -0.055 -0.028 -0.037 0.1253
H 0.090285 1.776503 -3.317091 0.157 -0.094 0.051 0.1247
H -0.196053 3.807444 -4.426552 0.352 0.021 -0.062 0.0847
H 0.374211 5.349435 -3.655988 0.211 -0.056 -0.183 0.0811
H -1.237382 4.760944 -3.389780 -0.060 -0.014 -0.155 0.0887
H 2.042446 3.517518 -3.319875 0.125 -0.086 0.003 0.0859
H 2.211816 2.887063 -1.689986 0.134 0.260 0.304 0.0490
H 2.128801 4.667766 -2.010225 0.010 -0.021 0.255 0.0949
H -0.911975 5.288608 1.403471 -0.331 0.290 -0.155 0.0796
H -2.347446 4.553672 0.574891 -0.082 0.097 0.036 0.0901
H -1.508431 3.744091 1.945008 -0.338 0.007 0.038 0.0702
H 0.808521 3.301800 1.905015 -0.025 -0.357 -0.023 0.0946
H 1.242349 4.716704 1.003113 -0.033 0.105 -0.117 0.0868
H 1.751550 3.171341 0.380426 0.035 -0.221 0.193 0.0653
H -0.655407 1.683138 0.910764 -0.464 -0.048 0.238 0.1244
H -2.038272 2.268977 -0.071708 -0.058 -0.053 0.070 0.1267
H 4.199784 1.990560 -2.691823 0.042 -0.053 0.460 0.0829
H 5.859551 1.525591 -2.914677 0.165 -0.463 0.182 0.1213
H 4.570383 0.091033 -4.942264 0.286 0.024 -0.159 0.0564
H 5.186729 1.785810 -5.134174 -0.057 -0.135 -0.312 0.0756
H 3.486422 1.467360 -4.737712 -0.026 -0.046 -0.264 0.0627
C 3.556082 -4.199642 -5.772393 0.061 -0.002 -0.178 -0.1699
C 4.060414 -5.338198 -4.896563 -0.114 -0.036 0.156 -0.1717
C 5.413662 -4.808418 -4.447559 0.165 0.035 -0.095 -0.2027
O 5.298216 -3.382668 -4.391576 -0.144 -0.111 -0.081 -0.1499
C 4.081865 -2.981451 -5.028791 -0.042 0.063 0.207 -0.2095
H 2.474069 -4.186284 -5.897269 0.007 0.013 0.025 0.1126
H 4.013106 -4.260845 -6.763095 -0.020 0.016 0.004 0.1146
H 3.401448 -5.463294 -4.033706 0.017 -0.018 -0.006 0.1142
H 4.129090 -6.294611 -5.413158 0.022 0.016 -0.007 0.1116
H 6.198401 -5.058108 -5.169570 -0.007 -0.084 0.019 0.1172
H 5.710612 -5.186768 -3.468299 0.030 0.083 0.019 0.1151
H 3.380414 -2.657956 -4.250478 -0.054 0.045 -0.059 0.1137
H 4.280118 -2.136293 -5.689436 0.065 -0.002 0.038 0.1072
C -3.036739 -0.335554 4.910015 0.311 0.013 0.057 -0.1639
C -3.912504 0.836227 4.492395 -0.158 -0.066 -0.084 -0.1665
C -3.053705 1.505911 3.429591 0.152 0.074 0.027 -0.2066
O -2.283459 0.469156 2.810912 -0.077 0.038 0.158 -0.1708
C -2.396278 -0.731743 3.589796 -0.125 -0.060 -0.122 -0.1901
H -3.586475 -1.146442 5.375422 -0.043 0.037 -0.007 0.0873
H -2.269546 0.004927 5.611186 0.000 0.001 -0.018 0.1198
H -4.840154 0.465752 4.047364 0.000 0.021 0.009 0.1134
H -4.172068 1.506039 5.311347 0.024 0.003 -0.007 0.1150
H -2.358891 2.226089 3.875875 -0.070 0.059 0.027 0.1147
H -3.645858 2.020907 2.670185 0.066 -0.019 -0.059 0.1164
H -3.028082 -1.435399 3.036774 0.034 -0.054 0.039 0.1131
H -1.408722 -1.178087 3.715368 0.033 0.062 -0.082 0.1199
C -7.601493 -2.285643 6.950615 -0.059 -0.063 -0.176 -0.1707
C -6.740704 -3.349666 7.618617 0.012 0.036 0.185 -0.1714
C -5.396149 -3.132056 6.941866 0.048 -0.039 -0.167 -0.1996
O -5.321026 -1.738020 6.618577 -0.278 -0.168 0.130 -0.1694
C -6.612247 -1.141799 6.789282 0.073 0.118 0.143 -0.1990
H -8.482077 -2.005970 7.527144 0.023 0.013 0.010 0.1126
H -7.932758 -2.636649 5.970221 -0.014 0.023 0.012 0.1148
H -6.659670 -3.144515 8.688771 0.009 -0.025 -0.009 0.1145
H -7.118598 -4.363489 7.494613 0.014 0.008 -0.025 0.1125
H -5.323333 -3.702327 6.009544 -0.003 -0.071 0.040 0.1191
H -4.553981 -3.402233 7.579972 0.038 0.075 -0.029 0.1185
H -6.581077 -0.514425 7.686315 -0.076 0.028 -0.016 0.1195
H -6.835924 -0.507590 5.930375 0.091 0.000 -0.018 0.1146

***

Entry 2:
30
Properties=species:S:1:pos:R:3:forces:R:3:lowdin_charge:R:1 method="wB97M-V/def2-TZVPD" e_lumo_ev=0.68 de_lowest_kcal_mol=0.0 smiles="CO[Si](NC(C)C)(OC)OC(C)=O"
C -2.459935 2.543604 0.380475 0.403 0.463 0.275 -0.1052
O -1.592872 1.891204 -0.523878 -0.358 0.942 -0.168 -0.1616
Si -0.411799 0.858337 -0.268115 1.463 -1.506 -0.058 0.2275
N -0.970606 -0.737202 0.115134 -0.256 2.123 0.460 -0.0033
C -0.188393 -1.826006 -0.455173 1.404 0.641 0.680 -0.5492
C -0.539624 -2.159641 -1.840331 0.651 1.809 -2.128 -0.0737
C -0.078280 -2.958441 0.510414 0.425 -1.172 0.011 -0.0665
O 0.392864 0.616870 -1.687461 0.808 0.675 0.799 -0.2201
C 1.411860 1.593662 -2.055631 -1.918 0.927 2.863 -0.0652
O 0.720924 1.570775 0.804230 -1.100 0.716 -0.753 -0.0415
C 1.378032 1.536695 1.977747 0.039 -0.970 0.660 -0.5978
C 1.723932 0.140733 2.339222 0.109 -2.235 1.053 -0.0175
O 1.614616 2.452604 2.718328 -0.441 0.394 -1.141 0.1127
H -2.701193 1.795180 1.156960 -0.566 0.887 -0.094 0.0936
H -3.279424 2.950683 -0.202275 -0.620 -0.664 0.091 0.0807
H -2.045577 3.488245 0.798854 0.396 -0.917 0.137 0.0980
H -1.982029 -0.811097 0.293449 0.916 -0.594 -0.329 0.1119
H 0.856240 -1.500306 -0.588906 -0.341 0.676 0.537 0.1240
H -0.668975 -1.237182 -2.475892 -0.024 -0.755 0.941 0.0960
H 0.330381 -2.593898 -2.302461 0.123 -0.902 -0.287 0.0857
H -1.404582 -2.721136 -1.960389 -1.561 -1.429 -0.173 0.0575
H 0.112635 -2.564200 1.486735 -0.136 0.295 0.708 0.0517
H 0.785315 -3.644359 0.341993 -0.799 0.313 -0.401 0.0978
H -1.015774 -3.496745 0.510408 -0.193 -0.534 0.264 0.0770
H 2.162333 1.119333 -2.617453 1.179 -0.594 -0.358 0.0629
H 1.735815 2.126863 -1.049957 -0.012 -0.913 -2.525 0.1194
H 0.846653 2.257384 -2.681263 0.324 0.910 -0.394 0.0749
H 0.692771 -0.397373 2.432399 1.822 0.733 0.159 0.1038
H 2.249254 -0.433129 1.499895 -0.517 0.942 1.200 0.1055
H 2.325440 0.138542 3.342939 -1.218 -0.260 -2.027 0.1210

***

Entry 3:
75
Properties=species:S:1:pos:R:3:forces:R:3:lowdin_charge:R:1 method="wB97M-V/def2-TZVPD" charge=+1 e_lumo_ev="-5.96 / -5.21" de_lowest_kcal_mol=24.9
Tl -0.366167 -0.397042 1.534185 -0.573 -0.309 -0.116 0.9179
S -2.909187 -1.466248 -0.515822 0.206 -0.236 -0.081 0.7096
C -2.308783 -2.054515 -1.937383 -0.118 0.182 0.139 -0.6995
N -2.918738 -1.860612 -3.122090 0.187 -0.121 -0.091 -0.1074
C -2.356751 -2.461590 -4.330298 -0.033 0.051 0.179 -0.1173
C -1.897271 -3.851544 -3.978931 0.060 0.048 0.084 -0.1040
N -0.856086 -3.738997 -2.955838 -0.130 0.072 0.042 -0.0976
C 0.351361 -4.563511 -3.138106 -0.029 0.128 -0.098 -0.1152
C 1.281365 -3.971875 -4.177879 -0.084 0.027 0.038 -0.2032
C 2.239945 -3.027185 -3.813257 0.016 0.026 -0.055 -0.0431
C 3.052583 -2.444939 -4.777128 -0.029 -0.019 0.024 -0.0782
C 2.918671 -2.797405 -6.114050 -0.012 0.004 0.014 -0.0855
C 1.977713 -3.747724 -6.482887 -0.016 -0.006 0.001 -0.0764
C 1.167442 -4.333066 -5.518156 0.041 -0.035 -0.008 -0.0517
C -0.986346 -2.834798 -1.976589 0.029 -0.028 -0.017 -0.6826
S 0.201270 -2.508842 -0.862859 -0.044 0.010 -0.117 0.6579
C -4.074386 -0.964292 -3.244654 0.135 0.137 -0.044 -0.1255
C -3.655801 0.479268 -3.440167 0.021 -0.055 0.006 -0.1968
C -3.855676 1.413428 -2.431301 0.032 0.057 -0.001 -0.0299
C -3.463409 2.736236 -2.612959 -0.166 0.136 -0.152 -0.0806
C -2.855840 3.128281 -3.797132 0.016 -0.071 0.039 -0.0886
C -2.647581 2.197875 -4.809244 0.042 -0.067 -0.011 -0.0860
C -3.051252 0.883038 -4.631406 -0.021 0.034 -0.014 -0.0457
H -1.507875 -1.879182 -4.701600 -0.028 0.046 -0.064 0.1376
H -3.125537 -2.490861 -5.099009 -0.055 0.009 0.009 0.1313
H -1.479752 -4.343139 -4.852810 0.070 -0.006 0.005 0.1156
H -2.734375 -4.447307 -3.606242 0.004 -0.046 -0.001 0.1441
H 0.019141 -5.554799 -3.450537 -0.033 0.009 0.020 0.1329
H 0.842606 -4.642815 -2.174219 0.019 -0.027 0.051 0.0866
H 2.342114 -2.751982 -2.770955 -0.023 -0.004 -0.029 0.0755
H 3.798343 -1.715112 -4.482865 -0.033 -0.041 -0.012 0.1012
H 3.553573 -2.342458 -6.864597 -0.021 -0.022 0.030 0.1045
H 1.879289 -4.041236 -7.521008 0.007 0.002 0.045 0.1067
H 0.458500 -5.099941 -5.816049 0.027 0.037 0.031 0.1097
H -4.659019 -1.060969 -2.335538 -0.096 -0.016 0.006 0.0830
H -4.674858 -1.310079 -4.087593 0.064 -0.029 -0.010 0.1304
H -4.304630 1.112195 -1.491331 0.036 0.019 -0.071 0.1102
H -3.637980 3.453122 -1.819282 -0.006 -0.121 -0.166 0.0982
H -2.552446 4.159962 -3.938024 -0.044 -0.023 -0.016 0.0982
H -2.184732 2.499110 -5.741388 -0.022 -0.012 0.015 0.1010
H -2.911010 0.170803 -5.438668 -0.004 0.018 0.032 0.1058
C 4.323125 -0.614136 0.391038 0.087 0.107 0.069 0.0082
C 3.111688 0.259195 0.609348 0.183 -0.111 -0.018 -0.3627
O 2.012893 -0.151796 0.301291 0.062 0.260 -0.025 -0.0784
C 3.311733 1.629556 1.189621 -0.033 -0.007 0.047 -0.0456
C 4.530344 2.256554 1.087522 -0.026 -0.018 -0.064 -0.0083
C 4.733025 3.564451 1.557389 -0.036 -0.010 0.009 -0.0153
C 3.689640 4.278513 2.170897 0.212 0.007 -0.084 -0.0573
C 2.475111 3.684748 2.339494 -0.100 -0.018 -0.006 0.0390
C 2.219686 2.330853 1.875228 0.039 0.037 -0.029 -0.3374
O 1.115396 1.818851 2.099221 0.045 0.102 -0.006 -0.0368
H 3.989569 -1.600211 0.079657 -0.032 0.021 0.005 0.0923
H 4.916654 -0.692491 1.305247 -0.004 0.019 -0.075 0.1020
H 4.963220 -0.196310 -0.391638 -0.028 -0.033 0.062 0.0926
H 5.355759 1.741333 0.612902 0.008 0.052 0.033 0.1161
H 5.709748 4.019337 1.451140 -0.044 -0.009 -0.013 0.1171
H 3.866842 5.287848 2.519513 -0.003 -0.029 0.047 0.1152
H 1.655854 4.176512 2.850661 0.014 -0.033 -0.045 0.1305
O -2.779325 2.996451 0.163781 0.364 -0.254 0.334 0.0344
C -1.688358 2.496871 -0.093074 0.156 -0.041 -0.030 -0.6347
O -1.259240 1.310918 -0.018997 -0.134 0.258 0.095 -0.2221
C -0.615229 3.473317 -0.619673 -0.046 -0.264 0.052 -0.0276
C 0.550411 2.939842 -1.275850 -0.071 0.024 -0.042 0.0682
C 1.547306 3.746165 -1.775088 0.103 -0.181 0.009 0.0525
C 1.364621 5.100964 -1.566866 -0.345 -0.111 0.223 -0.1679
O 2.159361 6.093813 -1.911575 0.150 0.347 -0.084 0.1198
C 1.527190 7.315441 -1.504251 0.022 0.086 -0.020 -0.0493
O 0.322554 6.948999 -0.837135 0.091 0.288 -0.040 0.1201
C 0.213384 5.629064 -0.891243 0.184 -0.333 -0.139 -0.1504
C -0.794134 4.827891 -0.415050 -0.046 0.073 0.000 0.1032
H 0.615194 1.859998 -1.369391 -0.131 0.092 0.064 0.1332
H 2.417642 3.356775 -2.288764 -0.074 0.069 0.034 0.1374
H 1.299212 7.915243 -2.380510 -0.084 -0.033 -0.126 0.1600
H 2.178826 7.854725 -0.824832 0.073 -0.042 0.144 0.1572
H -1.687559 5.203903 0.068495 0.052 -0.076 -0.020 0.1517

***

Entry 4:
9
Properties=species:S:1:pos:R:3:forces:R:3:lowdin_charge:R:1 method="wB97M-V/def2-TZVPD" e_lumo_ev="-1.74 / -1.74" de_lowest_kcal_mol=34.3
C 0.357998 0.695249 1.424901 -1.872 -0.620 -2.474 -0.3586
C 0.515333 -0.204126 -0.624129 -2.003 2.187 1.507 -0.3059
N 1.079190 -0.018113 0.606382 0.929 0.097 0.329 0.0335
N -0.644930 0.569886 -0.730430 2.013 -0.375 2.020 -0.2691
S -1.191677 1.183400 0.759673 1.057 -0.707 -0.846 1.0344
Br -0.210951 -3.017833 -0.906491 0.127 1.230 0.151 -0.3600
H 0.435666 1.041828 2.425377 1.175 -0.276 0.767 0.0688
H 0.900080 -0.381528 -1.610546 0.926 -0.910 0.388 0.0972
H -1.240709 0.131238 -1.344737 -2.353 -0.625 -1.841 0.0596

***

| no. | calculated total energy (hartree) |
| --- | --- |
| 1 | -2251.74052 |
| 2 | -922.24178 |
| 3 | -2843.16474 |
| 4 | -3159.65161 |